Formula: C71H58NO24P
Source: the Open Molecules 2025 dataset
Level of theory: ωB97M-V/def2-TZVPD

## Properties
- multiplicity = 1
- net charge = 0
- E_HOMO (hartree) = -0.304

Each line ends with the Löwdin charge.
Atoms and positions in Å:
C  1.936  -1.132  -0.197  -0.17
C  1.855  -2.291  -1.209  -0.38
P  0.674  -3.641  -0.683  1.07
C  1.565  -5.188  -1.201  -0.39
C  0.911  -6.454  -0.618  -0.16
C  -0.716  -3.526  -1.873  -0.19
C  -1.484  -2.475  -2.107  -0.14
C  -1.443  -1.117  -1.500  -0.06
C  -2.333  -0.907  -0.265  -0.34
O  -1.611  -1.135  0.939  -0.05
C  -3.674  -1.693  -0.262  -0.18
N  -3.784  -2.596  0.917  0.01
C  -2.455  -2.851  -3.188  -0.43
O  -3.472  -2.387  -3.489  0.18
O  -1.887  -3.920  -3.832  0.12
C  -1.210  -4.592  -2.803  -0.43
O  -1.143  -5.733  -2.765  0.21
H  2.981  -0.899  -0.002  0.06
H  1.439  -1.358  0.734  0.05
H  1.507  -0.251  -0.657  0.04
H  2.828  -2.771  -1.259  0.06
H  1.652  -1.963  -2.224  0.08
H  1.646  -5.223  -2.285  0.08
H  2.574  -5.090  -0.817  0.06
H  1.684  -7.061  -0.163  0.06
H  0.179  -6.236  0.139  0.03
H  0.512  -7.039  -1.437  0.06
H  -0.422  -0.962  -1.170  0.09
H  -1.621  -0.388  -2.284  0.14
H  -2.596  0.150  -0.250  0.13
H  -1.263  -0.271  1.188  0.09
H  -4.464  -0.953  -0.153  0.11
H  -3.885  -2.218  -1.184  0.09
H  -4.456  -2.183  1.553  0.05
H  -4.280  -3.410  0.562  0.06
C  5.630  2.288  -0.357  0.02
C  4.476  1.977  -0.940  0.01
C  3.181  2.323  -0.312  -0.40
O  2.128  2.040  -0.849  0.08
C  3.214  3.030  0.991  0.02
C  4.370  3.340  1.575  0.03
C  5.670  2.994  0.948  -0.39
O  6.723  3.280  1.477  0.11
H  6.586  2.047  -0.804  0.12
H  4.428  1.467  -1.894  0.13
H  2.256  3.278  1.431  0.09
H  4.418  3.857  2.526  0.12
C  -6.489  -1.035  5.758  0.02
C  -6.403  -1.950  6.720  0.02
C  -5.211  -2.827  6.845  -0.39
O  -5.133  -3.662  7.721  0.11
C  -4.119  -2.642  5.857  0.02
C  -4.205  -1.726  4.896  0.02
C  -5.396  -0.851  4.771  -0.39
O  -5.474  -0.016  3.894  0.10
H  -7.349  -0.388  5.649  0.12
H  -7.188  -2.100  7.450  0.12
H  -3.259  -3.290  5.965  0.12
H  -3.420  -1.577  4.164  0.12
C  4.541  7.464  -2.477  0.02
C  3.507  8.172  -2.926  0.02
C  2.184  7.541  -3.159  -0.39
O  1.242  8.185  -3.568  0.11
C  2.057  6.089  -2.872  0.03
C  3.091  5.381  -2.424  0.02
C  4.414  6.013  -2.190  -0.38
O  5.355  5.370  -1.774  0.11
H  5.513  7.905  -2.300  0.12
H  3.579  9.231  -3.140  0.12
H  1.085  5.647  -3.048  0.13
H  3.016  4.322  -2.210  0.11
C  -3.656  -6.490  -4.806  0.03
C  -4.671  -5.784  -5.300  0.03
C  -5.991  -6.407  -5.563  -0.39
O  -6.915  -5.763  -6.015  0.10
C  -6.140  -7.850  -5.252  0.02
C  -5.128  -8.558  -4.758  0.02
C  -3.806  -7.935  -4.494  -0.38
O  -2.888  -8.583  -4.040  0.11
H  -2.694  -6.048  -4.602  0.09
H  -4.582  -4.730  -5.532  0.12
H  -7.111  -8.287  -5.450  0.12
H  -5.217  -9.612  -4.525  0.12
C  -7.546  0.170  -6.737  0.02
C  -8.226  0.021  -5.604  0.02
C  -7.567  -0.480  -4.372  -0.38
O  -8.187  -0.618  -3.338  0.10
C  -6.122  -0.806  -4.453  0.02
C  -5.443  -0.657  -5.587  0.02
C  -6.100  -0.157  -6.818  -0.39
O  -5.482  -0.018  -7.852  0.10
H  -8.008  0.533  -7.647  0.12
H  -9.280  0.254  -5.525  0.12
H  -5.658  -1.171  -3.547  0.10
H  -4.389  -0.892  -5.663  0.11
C  1.306  6.669  1.126  0.03
C  1.168  7.991  1.145  0.03
C  0.298  8.656  2.145  -0.35
O  0.166  9.862  2.167  0.09
C  -0.411  7.795  3.123  0.04
C  -0.272  6.472  3.104  0.03
C  0.597  5.806  2.105  -0.37
O  0.729  4.599  2.084  0.09
H  1.935  6.161  0.405  0.11
H  1.676  8.638  0.441  0.12
H  -1.040  8.305  3.843  0.13
H  -0.781  5.825  3.807  0.12
C  6.162  -3.081  2.231  0.02
C  5.010  -3.428  1.665  0.04
C  3.713  -3.115  2.312  -0.37
O  2.660  -3.427  1.799  0.08
C  3.750  -2.399  3.612  0.03
C  4.904  -2.052  4.176  0.02
C  6.201  -2.366  3.528  -0.38
O  7.256  -2.047  4.037  0.10
H  7.118  -3.300  1.774  0.10
H  4.965  -3.948  0.716  0.12
H  2.793  -2.178  4.066  0.12
H  4.953  -1.529  5.123  0.12
C  -0.295  -8.516  3.543  0.02
C  -1.362  -9.037  4.144  0.02
C  -2.670  -8.335  4.137  -0.39
O  -3.641  -8.809  4.687  0.11
C  -2.742  -7.030  3.434  0.02
C  -1.675  -6.508  2.833  0.03
C  -0.369  -7.212  2.840  -0.37
O  0.600  -6.734  2.289  0.09
H  0.667  -9.012  3.536  0.12
H  -1.329  -9.988  4.661  0.12
H  -3.704  -6.534  3.440  0.12
H  -1.707  -5.557  2.315  0.12
C  10.031  -2.004  -1.676  0.02
C  11.228  -1.492  -1.401  0.02
C  11.553  -0.974  -0.048  -0.38
O  12.643  -0.506  0.201  0.11
C  10.492  -1.052  0.987  0.03
C  9.296  -1.565  0.711  0.02
C  8.972  -2.081  -0.641  -0.38
O  7.879  -2.551  -0.892  0.09
H  9.774  -2.386  -2.656  0.12
H  12.014  -1.428  -2.143  0.12
H  10.746  -0.671  1.968  0.13
H  8.510  -1.627  1.453  0.10
C  -4.014  13.786  1.751  0.02
C  -3.873  12.934  2.762  0.02
C  -2.657  12.094  2.896  -0.38
O  -2.533  11.314  3.819  0.10
C  -1.602  12.240  1.861  0.02
C  -1.748  13.094  0.849  0.02
C  -2.962  13.933  0.714  -0.39
O  -3.094  14.713  -0.207  0.10
H  -4.894  14.407  1.634  0.12
H  -4.629  12.813  3.528  0.12
H  -0.722  11.615  1.978  0.08
H  -0.993  13.216  0.083  0.12